1.
{
  "formula": "C23H22CaCl4F2N4O3S",
  "method": "ωB97M-V/def2-TZVPD",
  "homo_energy_ev": -7.16,
  "mol_weight_g_mol": 654.41,
  "lumo_energy_ev": -0.76,
  "e_tot_ev": -121112.5649,
  "gap_ev": 6.41,
  "total_charge": 0,
  "de_lowest_ev": 0.764,
  "species": ["Ca", "F", "C", "C", "C", "C", "C", "F", "C", "C", "C", "C", "C", "C", "N", "H", "H", "H", "H", "H", "H", "N", "C", "C", "C", "C", "N", "H", "H", "H", "H", "H", "H", "H", "H", "H", "H", "H", "H", "Cl", "C", "C", "C", "C", "C", "Cl", "C", "S", "H", "H", "H", "Cl", "C", "Cl", "C", "O", "O", "H", "O", "N"],
  "xyz": [[0.059, -0.869, 0.943], [-4.764, -1.703, -1.937], [-3.945, -0.674, -2.159], [-3.069, -0.300, -1.179], [-2.239, 0.782, -1.501], [-2.293, 1.455, -2.745], [-3.228, 1.015, -3.687], [-3.302, 1.643, -4.864], [-4.050, -0.038, -3.412], [-1.324, 2.481, -2.692], [-0.870, 3.483, -3.553], [0.135, 4.316, -3.135], [0.698, 4.161, -1.849], [0.256, 3.184, -1.011], [-0.739, 2.370, -1.450], [-3.037, -0.792, -0.215], [-4.784, -0.376, -4.130], [-1.326, 3.572, -4.528], [0.504, 5.098, -3.783], [1.489, 4.818, -1.520], [0.617, 2.997, -0.010], [-0.354, -2.240, -1.222], [-0.134, -2.123, -2.669], [1.247, -2.613, -3.088], [2.426, -1.972, -2.353], [2.464, -0.444, -2.404], [1.814, 0.146, -1.222], [0.104, -3.078, -0.868], [-1.338, -2.395, -1.031], [-0.259, -1.073, -2.951], [-0.874, -2.701, -3.232], [1.353, -2.436, -4.162], [1.297, -3.696, -2.937], [3.342, -2.364, -2.799], [2.434, -2.280, -1.306], [1.950, -0.084, -3.301], [3.510, -0.123, -2.479], [1.930, 1.153, -1.251], [2.332, -0.173, -0.399], [1.603, 1.275, 2.103], [2.832, 0.495, 3.052], [3.417, 1.243, 4.060], [4.386, 0.675, 4.864], [4.752, -0.646, 4.656], [4.157, -1.380, 3.648], [4.654, -3.025, 3.451], [3.175, -0.841, 2.786], [2.509, -1.785, 1.489], [3.103, 2.267, 4.212], [4.851, 1.255, 5.649], [5.500, -1.116, 5.280], [-2.811, -2.189, 4.861], [-2.741, -2.628, 3.164], [-4.205, -2.083, 2.302], [-1.542, -1.994, 2.421], [-1.266, -2.535, 1.317], [-0.973, -0.998, 2.892], [-2.707, -3.708, 3.078], [-0.847, 1.059, 0.442], [-1.275, 1.357, -0.749]]
}



2.
{
  "formula": "C23H22Co2N3O6",
  "method": "ωB97M-V/def2-TZVPD",
  "homo_energy_ev": -1.63,
  "mol_weight_g_mol": 554.31,
  "lumo_energy_ev": 2.08,
  "e_tot_ev": -116212.3773,
  "gap_ev": 3.71,
  "total_charge": -1,
  "de_lowest_ev": 3.200,
  "species": ["C", "N", "C", "C", "C", "N", "C", "C", "C", "N", "C", "H", "H", "H", "H", "H", "H", "H", "H", "H", "H", "H", "H", "H", "H", "H", "O", "C", "Co", "C", "O", "C", "O", "C", "C", "C", "C", "C", "C", "C", "C", "C", "Co", "C", "O", "C", "O", "C", "O", "H", "H", "H", "H", "H", "H", "H"],
  "xyz": [[-1.187, 2.082, 2.138], [-1.520, 2.522, 0.785], [-1.532, 3.975, 0.667], [-1.582, 4.369, -0.775], [-2.774, 3.733, -1.410], [-2.719, 2.290, -1.211], [-3.625, 1.556, -2.083], [-3.678, 0.092, -1.762], [-2.341, -0.413, -1.325], [-1.996, 0.350, -0.078], [-2.085, 1.754, -0.170], [-1.701, 1.168, 2.443], [-0.100, 1.978, 2.250], [-1.497, 2.883, 2.819], [-2.398, 4.374, 1.217], [-0.630, 4.360, 1.152], [-1.648, 5.456, -0.857], [-0.664, 4.056, -1.283], [-3.707, 4.110, -0.966], [-2.811, 3.932, -2.484], [-4.624, 2.002, -1.995], [-3.299, 1.722, -3.119], [-4.424, -0.116, -0.987], [-3.975, -0.462, -2.655], [-2.353, -1.475, -1.073], [-1.552, -0.257, -2.072], [0.559, 1.631, -2.059], [0.677, 0.759, -1.293], [0.841, -0.329, 0.065], [1.840, 0.548, 1.154], [2.562, 1.141, 1.846], [-0.984, -0.239, 0.633], [-1.481, -1.026, 1.584], [1.786, -2.100, 0.496], [3.224, -2.104, 0.716], [4.078, -1.321, -0.088], [5.455, -1.293, 0.148], [6.003, -2.046, 1.189], [5.172, -2.875, 1.953], [3.797, -2.920, 1.710], [0.497, -2.184, 0.968], [-0.457, -1.975, 2.053], [0.639, -2.997, -0.615], [0.662, -2.230, -2.226], [0.638, -1.801, -3.304], [-0.999, -3.636, -0.484], [-2.086, -4.016, -0.371], [1.443, -4.551, -0.756], [1.973, -5.577, -0.786], [3.653, -0.736, -0.911], [6.091, -0.673, -0.487], [7.074, -1.998, 1.398], [5.593, -3.501, 2.746], [3.140, -3.575, 2.291], [-1.016, -2.872, 2.331], [0.049, -1.545, 2.931]]
}